P | Entry from the Open Molecules 2025 dataset: a molecular structure, C18H17N3S (ωB97M-V with the def2-TZVPD basis set).

ORCA input file:
```
! wB97M-V def2-TZVPD RIJCOSX def2/J DEFGRID3
* xyz 0 1
C -7.687 0.365 -1.848
C -6.506 -0.401 -1.451
C -5.254 0.074 -2.049
C -3.895 -0.532 -1.572
H -3.690 -0.353 -0.662
H -3.846 -1.498 -1.749
S -2.323 0.392 -2.234
C -1.020 -0.351 -1.278
C 0.100 0.478 -1.208
N 1.041 0.261 -0.417
C 2.269 0.702 0.000
C 3.037 -0.055 0.807
N 2.212 -0.915 0.946
C 1.007 -0.954 0.517
C -0.018 -1.804 0.310
C -1.085 -1.328 -0.309
H -1.998 -1.924 -0.524
H -0.055 -2.530 1.073
C 4.137 0.163 1.355
C 4.697 -0.589 2.442
C 6.024 -0.496 2.844
C 6.779 0.675 2.756
C 6.229 1.514 1.716
C 5.017 1.458 1.211
H 4.713 1.827 0.226
H 6.793 2.393 1.316
C 8.023 0.986 3.025
N 8.983 0.840 3.669
H 6.368 -1.057 3.713
H 4.042 -1.393 2.591
H 2.510 1.634 -0.630
H 0.175 1.392 -1.867
H -5.063 1.216 -1.772
H -5.105 0.158 -3.192
H -6.398 -1.405 -1.643
H -6.385 -0.439 -0.174
H -8.476 -0.209 -1.566
H -7.788 0.355 -2.762
H -7.563 1.353 -1.610
*
```

E_HOMO = -7.929 eV
Gap between HOMO and LUMO = 6.8 eV
M = 307.4 g/mol



Q | Entry from the Open Molecules 2025 dataset: a single C18H17N3S molecule (ωB97M-V with the def2-TZVPD basis set).

ORCA input file:
```
! wB97M-V def2-TZVPD RIJCOSX def2/J DEFGRID3
* xyz 0 1
N 4.160 2.504 8.298
C 3.667 2.269 7.278
N 1.057 -0.640 1.948
S -0.973 0.486 -3.456
C 0.528 -0.565 0.742
C 0.234 -1.672 -0.136
C -0.151 -1.361 -1.438
C -0.330 0.033 -1.876
C 1.252 0.683 2.298
C -0.098 1.040 -0.973
C 0.756 1.520 1.339
C 2.813 2.820 5.035
C 2.757 0.506 5.810
C 2.235 2.432 3.849
C 2.155 0.137 4.594
C 3.089 1.854 6.038
C 1.880 1.116 3.602
N 0.307 0.704 0.329
C -2.344 -2.871 -5.272
C -2.543 -0.491 -3.205
C -2.568 -1.398 -5.583
C -3.347 -0.636 -4.516
H 0.369 -2.707 0.233
H -0.333 -2.173 -2.094
H -0.229 2.085 -1.245
H 0.749 2.603 1.392
H 3.059 3.872 5.260
H 2.914 -0.191 6.619
H 2.013 3.201 3.140
H 1.844 -0.896 4.438
H -3.267 -3.444 -5.100
H -1.844 -3.327 -6.110
H -1.696 -2.960 -4.405
H -2.381 -1.529 -2.814
H -3.164 0.004 -2.474
H -3.153 -1.325 -6.510
H -1.616 -0.942 -5.813
H -4.290 -1.128 -4.326
H -3.510 0.384 -4.894
*
```

E_HOMO = -8.494 eV
Gap between HOMO and LUMO = 8.4 eV
M = 307.4 g/mol



Stability check: which of them is most stable? Q.